# 1
Molecular formula: C6H4
Method: DFT, ωB97M-V with the def2-TZVPD basis set

2S+1: 1
Energy relative to the best compared isomer or geometry (same formula, charge and spin) (kcal per mole): 103.1
Kohn-Sham gap (eV): 8.43
Charge: 0
HOMO (eV): -8.5087

Last column: natural (NBO) charge in e.
Atoms and positions in Å:
C 3.181 0.024 -0.059  -0.331
C 1.994 0.101 0.027  -0.059
C -2.057 0.011 0.011  -0.163
C -1.200 1.020 -0.001  -0.245
C -0.894 -1.049 0.033  -0.288
C -0.077 -0.024 0.019  0.165
H 4.233 0.049 -0.077  0.231
H -3.122 -0.104 0.004  0.225
H -1.218 2.089 -0.016  0.230
H -0.839 -2.116 0.059  0.235

---

# 2
Molecular formula: C20H29N5O5
Method: DFT, ωB97M-V with the def2-TZVPD basis set

2S+1: 1
Energy relative to the best compared isomer or geometry (same formula, charge and spin) (kcal per mole): 2.7
Kohn-Sham gap (eV): 9.21
Charge: 0
HOMO (eV): -8.7023

Last column: natural (NBO) charge in e.
Atoms and positions in Å:
C -6.482 -4.455 -0.220  -0.252
O -5.134 -4.103 -0.429  -0.533
C -4.910 -2.728 -0.602  -0.062
C -5.077 -1.909 0.693  -0.260
N -4.565 -0.574 0.533  -0.616
C -5.368 0.505 0.432  0.662
O -6.580 0.479 0.537  -0.634
C -4.615 1.758 0.200  -0.264
C -5.129 3.030 0.122  0.092
N -4.132 3.904 -0.100  -0.333
N -2.965 3.222 -0.170  -0.210
C -1.689 3.789 -0.388  0.626
O -1.595 4.994 -0.524  -0.629
C -0.697 2.769 -0.406  -0.433
C -1.002 1.441 -0.230  0.306
C 0.050 0.366 -0.254  -0.257
C 0.817 0.339 -1.581  -0.399
C 1.846 -0.790 -1.556  -0.217
N 2.731 -0.644 -0.423  -0.455
C 4.050 -0.402 -0.623  0.908
O 4.553 -0.370 -1.724  -0.672
O 4.700 -0.232 0.543  -0.544
C 6.134 -0.033 0.557  0.277
C 6.845 -1.240 -0.055  -0.645
C 6.501 1.254 -0.181  -0.645
C 6.473 0.088 2.044  -0.614
C 2.069 -0.611 0.859  -0.212
C 1.048 0.528 0.899  -0.398
N -2.254 0.989 -0.019  -0.573
C -3.207 1.889 0.007  0.418
H -6.521 -5.542 -0.260  0.195
H -7.124 -4.038 -1.004  0.167
H -6.846 -4.118 0.755  0.166
H -5.573 -2.319 -1.379  0.166
H -3.874 -2.647 -0.946  0.182
H -6.133 -1.815 0.955  0.230
H -4.543 -2.417 1.502  0.199
H -3.571 -0.442 0.375  0.432
H -6.151 3.340 0.215  0.250
H -4.129 4.908 -0.210  0.452
H 0.318 3.092 -0.567  0.236
H -0.471 -0.590 -0.131  0.216
H 1.332 1.289 -1.731  0.207
H 0.127 0.188 -2.412  0.217
H 1.335 -1.758 -1.484  0.185
H 2.460 -0.777 -2.458  0.251
H 6.594 -1.326 -1.109  0.244
H 7.920 -1.121 0.045  0.212
H 6.540 -2.151 0.455  0.210
H 5.963 2.097 0.247  0.209
H 7.569 1.434 -0.093  0.212
H 6.242 1.167 -1.233  0.244
H 7.540 0.243 2.169  0.214
H 6.182 -0.819 2.568  0.213
H 5.938 0.927 2.482  0.213
H 1.554 -1.569 1.010  0.185
H 2.816 -0.485 1.641  0.240
H 1.569 1.482 0.805  0.206
H 0.523 0.516 1.855  0.216

---

# 3
Molecular formula: C22H14CoN5O6
Method: DFT, ωB97M-V with the def2-TZVPD basis set

2S+1: 2
Energy relative to the best compared isomer or geometry (same formula, charge and spin) (kcal per mole): 17.7
Kohn-Sham gap (alpha / beta) (eV): 8.04 / 7.92
Charge: +1
HOMO (alpha / beta) (eV): -12.5000 / -12.4408

Last column: natural (NBO) charge in e.
Atoms and positions in Å:
Co 0.017 -0.226 -0.156  1.179
C -4.210 -0.649 -0.122  -0.224
C -4.610 0.670 -0.015  -0.119
C -3.654 1.681 -0.021  -0.204
C -2.327 1.330 -0.137  0.137
N -1.945 0.039 -0.247  -0.484
C -2.855 -0.930 -0.232  0.102
C -1.185 2.286 -0.131  0.282
C -1.230 3.668 -0.185  -0.224
C -0.026 4.363 -0.190  -0.111
C 1.189 3.686 -0.157  -0.200
C 1.161 2.305 -0.104  0.209
N -0.007 1.663 -0.081  -0.488
C 2.319 1.370 -0.112  0.181
C 3.627 1.732 0.123  -0.207
C 4.604 0.745 0.094  -0.117
C 4.244 -0.565 -0.178  -0.230
C 2.906 -0.857 -0.388  0.087
N 1.967 0.088 -0.353  -0.491
H -4.926 -1.458 -0.108  0.251
H -5.659 0.918 0.079  0.244
H -3.944 2.718 0.072  0.237
H -2.474 -1.940 -0.305  0.250
H -2.172 4.194 -0.232  0.243
H -0.034 5.443 -0.229  0.247
H 2.126 4.223 -0.188  0.245
H 3.878 2.759 0.348  0.243
H 5.639 1.000 0.283  0.246
H 4.978 -1.356 -0.212  0.252
H 2.565 -1.864 -0.587  0.237
O 0.301 -4.010 1.237  -0.574
C 0.518 -2.825 1.272  0.770
O -0.035 -1.946 0.481  -0.857
C 1.503 -2.261 2.278  -0.166
C 2.447 -3.117 2.834  -0.120
C 3.406 -2.595 3.682  0.020
C 3.474 -1.255 4.011  -0.158
C 2.514 -0.438 3.449  -0.005
C 1.529 -0.916 2.609  -0.105
N 2.568 1.014 3.712  0.534
O 1.819 1.727 3.062  -0.413
O 3.325 1.408 4.565  -0.330
N 4.428 -3.505 4.252  0.530
O 4.393 -4.661 3.900  -0.346
O 5.218 -3.026 5.035  -0.355
H 2.434 -4.171 2.597  0.286
H 4.239 -0.874 4.670  0.290
H 0.784 -0.229 2.232  0.226

---

# 4
Molecular formula: C14H15FeNO6
Method: DFT, ωB97M-V with the def2-TZVPD basis set

2S+1: 5
Energy relative to the best compared isomer or geometry (same formula, charge and spin) (kcal per mole): 6.5
Kohn-Sham gap (alpha / beta) (eV): 7.44 / 6.65
Charge: 0
HOMO (alpha / beta) (eV): -7.4892 / -9.1122

Last column: Löwdin spin population.
Atoms and positions in Å:
C 3.289 -1.989 -1.003  0.000
C 2.567 -0.753 -1.450  0.002
O 2.065 -0.028 -0.291  0.009
C 1.850 1.278 -0.628  0.032
N 1.360 2.019 0.406  0.481
C 1.120 3.352 0.203  0.039
C 2.243 4.150 -0.425  0.028
O 0.066 3.906 0.551  0.002
O 2.048 1.697 -1.771  0.076
H 3.632 -2.539 -1.879  0.000
H 4.184 -1.715 -0.437  0.000
H 2.662 -2.653 -0.405  0.000
H 3.255 -0.088 -1.983  0.000
H 1.713 -0.969 -2.107  0.001
H 3.232 3.827 -0.064  0.000
H 2.203 4.002 -1.511  0.000
H 2.082 5.216 -0.218  0.004
O -2.111 -2.024 -2.454  0.003
C -2.808 -2.005 -1.521  0.021
Fe -3.468 -2.077 0.077  1.629
C -4.859 -3.133 -0.126  0.113
O -5.514 -4.025 -0.480  0.068
C -2.255 -3.178 0.626  0.028
O -1.191 -3.654 0.736  0.006
C -0.077 0.719 1.287  0.542
C -1.109 0.858 0.194  0.071
C -2.393 0.087 0.307  0.186
C -2.682 -0.605 1.519  0.069
C -1.528 -0.977 2.323  0.362
C -0.260 -0.376 2.122  0.043
H 0.652 1.555 1.522  0.080
H -1.335 1.934 0.114  0.020
H -0.692 0.563 -0.793  0.034
H -3.176 0.416 -0.395  0.020
H -3.662 -0.422 2.025  0.019
H -1.682 -1.616 3.205  0.015
H 0.576 -0.751 2.726  -0.002